Molecular formula: C8H14NO3S2
Method: DFT, the ωB97M-V functional and the def2-TZVPD basis

Calculated values
**M**: 236.34 g/mol
**Max |F|**: 4.18 eV/Å
**Total charge**: +1
**HOMO**: -13.903 eV
**ΔE to the lowest compared entry with this formula, charge and spin**: 18.0 kcal/mol
**Calculated total energy**: -1389.66432 hartree

Bonds (Å) are listed after each position.
CARTESIAN COORDINATES (ANGSTROEM)
1 C 0.114 -3.430 -1.705  C2 1.462, C3 1.353, H15 1.124
2 C -0.531 -2.835 -0.535  C1 1.462, C4 1.293, H16 1.158
3 C 1.161 -2.716 -2.177  C1 1.353, S13 1.784, H17 1.166
4 C 0.056 -1.722 -0.235  C2 1.293, S13 1.825, S14 1.791
5 C -1.323 0.825 -1.535  C7 1.537, H18 1.146, H19 1.072, H20 1.188
6 C 0.179 2.225 2.514  C8 1.556, H21 1.112, H22 1.138, H23 1.094
7 C -1.052 1.452 -0.158  C5 1.537, N9 1.471, H24 1.052, H25 1.043
8 C 0.938 1.927 1.189  C6 1.556, N9 1.459, H26 1.151, H27 1.107
9 N 0.242 0.964 0.341  C7 1.471, C8 1.459, S14 1.841, H28 1.010
10 O 1.050 -0.878 1.941  S14 1.424
11 O -1.456 -0.525 1.749  S14 1.451
12 O 1.972 -0.219 -1.251  S13 1.481
13 S 1.758 -1.639 -0.887  C3 1.784, C4 1.825, O12 1.481
14 S -0.126 -0.635 1.177  C4 1.791, N9 1.841, O10 1.424, O11 1.451
15 H -0.405 -4.318 -2.161  C1 1.124
16 H -1.503 -3.332 -0.149  C2 1.158
17 H 1.782 -3.094 -3.090  C3 1.166
18 H -2.355 1.289 -1.713  C5 1.146
19 H -0.535 1.281 -2.101  C5 1.072
20 H -1.272 -0.358 -1.630  C5 1.188
21 H 0.777 1.830 3.365  C6 1.112
22 H 0.192 3.337 2.753  C6 1.138
23 H -0.841 1.908 2.754  C6 1.094
24 H -1.832 1.249 0.519  C7 1.052
25 H -1.078 2.484 -0.304  C7 1.043
26 H 2.008 1.510 1.268  C8 1.151
27 H 1.268 2.731 0.504  C8 1.107
28 H 0.812 0.690 -0.446  N9 1.010

These are the natural (NBO) partial charges, in e, on atoms 1 to 2: atom 1 (C): -0.199, atom 2 (C): -0.127